{
  "formula": "C5H10O2",
  "method": "the ωB97M-V functional and the def2-TZVPD basis",
  "species": ["C", "H", "H", "H", "C", "H", "O", "H", "C", "H", "C", "O", "H", "H", "C", "H", "H"],
  "positions_angstrom": [[-1.0108, -2.1082, -0.2432], [-2.1162, 1.1565, -0.2609], [-0.7260, -3.0450, 0.2370], [-1.8985, -1.7004, 0.2645], [-1.1277, 0.9220, 0.1450], [2.5210, -0.0139, 0.3948], [-0.2009, 2.0100, 0.0386], [-1.2185, 0.5677, 1.1813], [1.8404, 0.7856, 0.7051], [1.3495, 1.5249, -1.2776], [0.8487, 1.1100, -0.3957], [0.0938, -1.2433, -0.1418], [-1.2749, -2.2960, -1.2943], [1.3218, 0.4414, 1.6041], [-0.1966, 0.0159, -0.6665], [-0.4855, -0.0587, -1.7264], [2.4252, 1.6744, 0.9588]],
  "atomic_forces_ev_per_a": [[-0.17, -0.20, 0.00], [0.13, 0.07, 0.05], [-0.09, 0.05, -0.09], [0.15, -0.05, -0.03], [-0.32, -0.17, 0.08], [-0.09, 0.14, -0.04], [0.08, 0.08, 0.06], [-0.07, 0.06, -0.09], [-0.01, 0.03, 0.07], [-0.03, -0.12, 0.10], [0.28, -0.06, -0.09], [0.13, 0.05, 0.02], [0.05, -0.01, 0.11], [0.04, 0.06, -0.11], [-0.08, 0.14, -0.14], [0.06, 0.03, 0.16], [-0.07, -0.09, -0.06]],
  "nbo_charge": [-0.2499, 0.1814, 0.1976, 0.1652, -0.0990, 0.2215, -0.5273, 0.1714, -0.6361, 0.1791, 0.0923, -0.5249, 0.1664, 0.2155, 0.0583, 0.1708, 0.2178],
  "smiles": "CO[C@H]1CO[C@H]1C",
  "lumo_ev": 1.01,
  "homo_energy_ev": -9.62,
  "charge": 0,
  "relative_energy_kcal_mol": 57.5
}